A molecular structure, C3H7NS3. Source: the OMol25 dataset; level of theory: the ωB97M-V functional and the def2-TZVPD basis.

Output
M: 153.30 g mol⁻¹
ΔE to the lowest compared entry with this formula, charge and spin: 4.7437 eV

```
14
Properties=species:S:1:pos:R:3:forces:R:3:mulliken_charge:R:1
C 0.6241 0.9488 -2.0716 1.091 -1.725 -2.521 -0.7299
C -0.4799 -0.1929 0.3607 2.245 1.039 1.625 0.3679
C -0.6047 -1.5821 1.0892 -2.751 0.720 -2.144 -0.4595
H 0.8002 2.0013 -1.6310 -0.387 -2.176 -1.238 0.3004
H 1.4869 0.2400 -2.0011 -0.221 1.061 0.784 0.2912
H 0.5639 0.8372 -3.2597 -0.662 0.871 2.441 0.2871
H -1.1752 -2.2193 0.1570 1.253 1.232 3.175 0.2716
H -1.3309 -1.4134 2.1557 2.574 -0.982 -3.307 0.2787
H 1.3118 -1.4783 2.6777 -0.024 -1.741 -3.819 0.1722
H -0.0811 3.1113 1.1538 0.030 -0.120 0.122 0.1442
N 0.0784 0.8314 1.0201 -2.986 -1.990 -1.977 -0.3621
S -0.7609 -0.1616 -1.4250 0.314 0.831 0.621 -0.1233
S 1.1289 -2.2125 1.1065 -0.611 1.557 4.721 -0.2094
S -0.3281 2.2528 0.1521 0.134 1.422 1.516 -0.2290
```
Forces are in eV/Å.

A molecular structure, C8AlB2O16. Source: the OMol25 dataset; level of theory: the ωB97M-V functional and the def2-TZVPD basis.

Output
M: 400.68 g mol⁻¹
Net charge: +1
ΔE to the lowest compared entry with this formula, charge and spin: 0.4934 eV

```
27
Properties=species:S:1:pos:R:3:forces:R:3:mulliken_charge:R:1
Al -1.5126 0.7734 -0.3483 -0.131 -0.556 -0.089 1.0259
O -1.2386 -2.0927 -0.4431 0.304 0.543 0.250 -0.6349
C -1.5715 -2.7306 -1.4087 0.515 0.420 1.226 0.6195
O -1.2547 -3.9680 -1.6587 -0.190 -0.334 -0.593 -0.4101
B -1.8639 -4.3019 -2.9645 -0.131 0.365 1.102 0.7702
O -2.7654 -3.2014 -3.2604 -0.284 0.588 -0.794 -0.4687
C -2.5018 -2.1771 -2.4657 -0.122 -0.809 0.233 0.6170
O -2.9314 -1.0656 -2.4380 -0.159 0.372 -0.427 -0.5561
O -2.5614 -5.6039 -2.9663 0.889 0.622 -0.866 -0.2919
C -2.1352 -6.3042 -3.9947 -1.722 -1.312 1.358 0.6350
O -2.5545 -7.3409 -4.3614 0.448 0.061 -0.589 -0.3061
C -0.8490 -5.5245 -4.6004 2.267 -0.539 -2.040 0.6604
O -0.7769 -4.4263 -3.9696 -0.426 0.818 0.583 -0.3676
O -0.1126 -5.9628 -5.4352 -1.217 -0.017 0.814 -0.3531
O 5.2032 3.7513 2.7354 0.171 1.163 0.111 -0.3471
C 4.1128 4.1859 2.8910 0.731 -3.324 -0.353 0.6954
O 3.0407 3.4191 2.8836 -0.511 0.708 -0.023 -0.3887
B 1.8338 4.2386 3.0755 -0.098 0.616 0.265 0.8488
O 2.3337 5.6246 3.1558 -0.062 -0.191 0.191 -0.3857
C 3.6264 5.6542 3.1457 0.169 2.190 0.014 0.5807
O 4.3687 6.5726 3.2447 -0.070 -0.392 0.036 -0.3346
O 0.8712 4.1380 1.9687 0.461 -0.619 1.113 -0.4282
C -0.0921 3.3678 2.4328 -0.528 0.134 -1.463 0.5542
O -0.8427 2.7514 1.7345 -0.350 -0.298 0.418 -0.5253
C -0.0526 3.3928 4.0201 0.293 -0.506 -0.418 0.6240
O 1.1379 3.8552 4.3214 0.127 0.301 -0.451 -0.4309
O -0.9113 2.9748 4.7060 -0.375 -0.002 0.391 -0.4021
```
Forces are in eV/Å.

A single C3H5N3O molecule. Source: the OMol25 dataset; level of theory: the ωB97M-V functional and the def2-TZVPD basis.

Output
M: 99.09 g mol⁻¹
SMILES: C1=NNCC=NO1
ΔE to the lowest compared entry with this formula, charge and spin: 5.0398 eV

```
12
Properties=species:S:1:pos:R:3:forces:R:3:mulliken_charge:R:1
C -0.4096 1.0445 0.1756 -1.460 0.202 0.994 -0.3556
C 0.1548 -1.7312 0.0039 -2.507 -1.636 1.305 0.0545
C 1.0062 0.9196 -0.1066 2.777 2.970 -1.379 0.0042
H -0.4828 1.0820 1.2799 -0.263 -0.403 -0.004 0.2587
H -0.8015 2.0387 -0.1051 0.385 -0.487 -0.322 0.3441
H -2.1713 0.0979 -0.4581 -2.074 1.389 0.143 0.2526
H 0.1387 -2.7999 0.3318 0.777 1.049 -0.491 0.3526
H 1.6070 1.8726 -0.2144 -1.103 -0.819 0.019 0.3023
N -1.2087 0.0185 -0.4530 0.817 -0.129 -0.470 -0.1176
N -1.0595 -1.2893 -0.0844 3.161 -0.405 -0.191 -0.5561
N 1.8121 -0.0309 -0.3229 0.451 3.370 0.297 -0.3646
O 1.4145 -1.2226 -0.0468 -0.959 -5.104 0.099 -0.1750
```
Forces are in eV/Å.

2 unconnected molecules or ions with the total composition C2H10N6. Source: the OMol25 dataset; level of theory: the ωB97M-V functional and the def2-TZVPD basis.

Output
M: 118.14 g mol⁻¹
SMILES: [H]/N=C/NN.C/N=N/N
ΔE to the lowest compared entry with this formula, charge and spin: 3.9938 eV

```
18
Properties=species:S:1:pos:R:3:forces:R:3:mulliken_charge:R:1
C -2.0781 1.7391 0.7879 -0.133 0.178 0.160 -0.9221
N 1.3077 1.7911 -0.0117 -0.208 -0.301 -0.241 -0.2405
N 0.1273 2.1337 0.4787 -0.974 -0.293 0.103 -0.5213
N -0.8074 1.3300 0.2438 1.290 0.489 -0.067 0.1642
H 2.0573 2.4124 0.2169 0.037 -0.027 -0.016 0.2234
H 1.4299 0.8943 -0.4909 0.026 0.125 0.233 0.2913
H -2.4122 0.9746 1.4919 -0.057 0.041 0.006 0.2765
H -2.0204 2.7085 1.2910 -0.010 -0.049 -0.025 0.3506
H -2.8052 1.7834 -0.0253 -0.023 0.027 0.054 0.2726
N 1.1346 -1.1812 -0.9823 -0.249 -1.781 2.023 -0.3293
N -0.1433 -0.9740 -1.5181 -0.591 -0.039 -0.357 -0.6877
C 1.2083 -2.2169 0.1848 -0.401 4.053 -3.330 0.1010
N 0.1109 -2.6457 0.5981 0.462 -0.776 0.228 -0.5768
H 1.7937 -1.4145 -1.7201 -0.030 -0.146 0.174 0.2301
H -0.7175 -1.8081 -1.3658 0.232 0.177 -0.062 0.3143
H -0.5830 -0.2164 -0.9785 0.235 -0.323 -0.137 0.4796
H 0.1422 -3.2869 1.3843 0.246 0.176 0.155 0.2207
H 2.2553 -2.0234 0.4153 0.148 -1.530 1.100 0.3535
```
Forces are in eV/Å.

A single CH4BrP molecule. Source: the OMol25 dataset; level of theory: the ωB97M-V functional and the def2-TZVPD basis.

Output
M: 126.92 g mol⁻¹
SMILES: CPBr
ΔE to the lowest compared entry with this formula, charge and spin: 0.5642 eV

```
7
Properties=species:S:1:pos:R:3:forces:R:3:mulliken_charge:R:1
C 0.6360 -0.1972 -0.3437 1.195 -3.298 -0.907 -0.8808
P -0.6694 1.0416 0.0732 1.498 0.690 1.797 0.0310
Br -2.3794 -0.2608 0.1902 -1.145 -0.877 -0.035 -0.1439
H 0.5218 -0.7526 -1.3748 -0.825 1.150 1.802 0.2867
H 0.7275 -1.0989 0.4145 -0.143 1.993 -1.341 0.2918
H 1.6567 0.1764 -0.5946 -0.656 0.446 1.001 0.3432
H -0.4934 1.0914 1.6351 0.076 -0.104 -2.316 0.0720
```
Forces are in eV/Å.

2 unconnected molecules or ions with the total composition C4H10NO2. Source: the OMol25 dataset; level of theory: the ωB97M-V functional and the def2-TZVPD basis.

Output
M: 104.13 g mol⁻¹
Net charge: +1
ΔE to the lowest compared entry with this formula, charge and spin: 2.0645 eV

```
17
Properties=species:S:1:pos:R:3:forces:R:3:mulliken_charge:R:1
C -3.0300 0.3642 1.1398 -0.097 -0.029 -0.068 -0.6525
C -2.0962 -0.5627 1.1570 0.228 -0.020 0.166 0.0630
O -0.8961 -0.4402 1.8781 -0.259 0.137 -0.062 -0.6300
H -3.9297 0.1901 0.5716 -0.068 0.043 -0.014 0.2550
H -2.9443 1.2893 1.6979 -0.010 -0.025 -0.001 0.2419
H -2.1426 -1.5055 0.6303 -0.025 0.010 -0.042 0.3522
H -1.0911 0.0462 2.6924 0.118 -0.068 -0.045 0.3213
O 1.5330 0.7128 -2.4055 -0.145 0.035 0.017 -0.4508
C 1.7928 -0.3403 -1.8944 0.270 -0.019 -0.083 0.2204
C 1.5576 -0.5529 -0.4091 -0.218 0.011 -0.090 -0.4922
N 0.9250 0.6880 0.1270 -0.065 -0.069 0.170 -0.1893
H 2.1956 -1.1922 -2.4616 0.017 0.026 0.052 0.3736
H 0.8738 -1.3942 -0.2874 0.012 0.036 0.154 0.2291
H 2.4767 -0.7753 0.1285 0.039 -0.028 -0.066 0.3433
H 1.5638 1.2364 0.7025 0.049 -0.033 -0.092 0.3791
H 0.6614 1.2675 -0.6840 0.019 0.040 -0.064 0.4099
H 0.1016 0.4479 0.7220 0.136 -0.047 0.066 0.2260
```
Forces are in eV/Å.

A gas-phase ion, C9H17BrN (charge +1). Source: the OMol25 dataset; level of theory: the ωB97M-V functional and the def2-TZVPD basis.

Output
M: 219.15 g mol⁻¹
Multiplicity: 3
Net charge: +1
⟨S²⟩: 2.0084
E_tot: -81128.9481 eV

```
28
Properties=species:S:1:pos:R:3:forces:R:3:mulliken_spin:R:1
C 0.3714 -0.7911 1.7193 -4.138 5.588 5.314 0.6644
C 0.8658 -1.5376 0.7372 2.159 -3.763 -9.143 0.8538
C -0.3135 0.4613 1.1592 1.572 0.634 2.081 0.0823
C 0.2815 -0.9671 -0.7653 2.809 -2.511 3.402 0.0527
C 0.7444 1.6584 1.3221 -0.429 -1.787 -1.279 0.0695
C -1.6282 0.8832 1.8707 2.395 2.756 -0.835 0.0229
C 1.4995 -0.5107 -1.5410 -1.690 -3.707 -1.449 0.0263
C -0.3342 -2.0969 -1.5354 -2.507 3.077 -0.309 0.0164
C -0.5903 1.3261 -1.2375 -0.543 1.232 -0.615 -0.0001
N -0.6049 0.1433 -0.3076 -3.354 0.863 0.061 0.0252
Br 1.9215 -3.0331 0.7061 -0.218 0.538 0.465 0.1672
H 0.3864 -0.9122 2.7780 -0.110 -0.364 0.413 0.0402
H 0.2769 2.5880 1.0256 0.012 0.385 0.170 0.0164
H 1.5970 1.4429 0.6134 -0.515 0.388 1.295 -0.0326
H 0.9871 1.6245 2.3897 0.363 0.339 -0.498 0.0160
H -1.9379 1.8180 1.3309 -0.484 -1.040 0.225 0.0078
H -1.4308 1.2996 2.8700 0.133 -0.649 -0.169 -0.0049
H -2.3023 0.0993 1.9053 -1.673 -1.315 0.045 -0.0226
H 1.1121 -0.3764 -2.5409 0.652 0.569 -0.532 0.0035
H 2.2325 -1.3510 -1.5594 -0.706 0.506 -0.063 -0.0022
H 1.9635 0.2678 -1.1401 1.987 3.558 1.392 -0.0115
H -1.3122 -2.2528 -1.0816 -0.409 -0.299 -0.476 -0.0027
H 0.1864 -2.9767 -1.3908 1.376 -1.636 -0.222 0.0028
H -0.3956 -1.7017 -2.5761 -0.305 -1.158 0.437 0.0003
H 0.3474 1.8832 -1.1059 -0.237 -0.627 -0.701 -0.0013
H -0.8598 0.9728 -2.2461 0.965 -0.074 0.264 -0.0002
H -1.3801 2.1154 -1.1344 0.285 -1.060 1.060 -0.0007
H -1.6836 -0.0765 -0.2656 2.613 -0.443 -0.334 0.0109
```
Forces are in eV/Å.

A molecular structure, C23H34BNO2Zr. Source: the OMol25 dataset; level of theory: the ωB97M-V functional and the def2-TZVPD basis.

Output
M: 458.57 g mol⁻¹
Net charge: +4
E_tot: -31887.8120 eV

```
62
Properties=species:S:1:pos:R:3:forces:R:3:mulliken_charge:R:1
C 6.3452 0.2081 1.1701 0.052 0.848 -0.323 -1.6945
C 4.9047 0.8738 1.3820 0.894 -0.425 0.616 1.5446
C 5.1628 2.3894 1.5934 0.171 -0.097 0.643 -1.6976
C 4.3157 0.1604 2.6745 -0.318 0.064 -1.363 -1.2613
C 4.0854 0.4914 0.0925 1.057 0.155 -0.183 -2.2355
C 2.8046 1.3718 -0.2013 -0.358 -1.976 -0.390 2.6342
C 1.9258 1.7233 1.0575 -0.741 0.202 -0.434 -1.7118
C 3.2054 2.6767 -1.0846 -1.052 0.173 -0.443 -1.2873
C 1.9050 0.5842 -1.1157 0.370 1.576 0.901 0.0847
C 0.4723 1.0787 -1.2447 -0.101 -1.489 -0.903 -0.2653
C -0.3994 0.3822 -2.0350 0.362 0.572 0.027 -0.5077
C 0.0248 -0.8353 -2.7553 0.118 0.617 0.255 0.1400
O -0.8857 -1.4511 -3.4710 0.326 0.436 1.677 -0.3161
C -1.4218 -2.7006 -2.9128 -0.347 -2.197 0.305 -0.6696
C -2.0837 -2.6039 -1.4920 0.020 0.295 0.276 -0.0456
O -3.3135 -3.3804 -1.4452 0.894 0.806 0.581 -0.4544
C -4.3974 -2.6413 -0.8821 -1.219 -0.999 -0.154 -0.5947
C -4.4474 -2.6955 0.7053 -1.875 0.883 0.022 -0.3408
B -4.1576 -1.2882 1.4263 -0.108 0.762 0.519 0.1490
C -4.9978 0.0045 1.1511 -1.078 0.056 -0.362 0.5414
C -6.4091 0.0479 1.2703 -0.805 -0.629 -0.113 -0.3955
C -7.2158 1.1978 1.0118 2.486 0.784 -0.138 -0.4991
C -6.4501 2.3521 0.6472 -0.529 -1.957 0.593 -0.3516
C -5.0319 2.1977 0.5942 -0.112 1.792 -0.578 -0.1694
N -4.2935 1.1170 0.8024 -0.713 -0.417 0.379 -0.3660
C 1.4383 -1.2957 -2.6635 -0.013 0.011 0.406 -0.8676
C 2.3406 -0.6207 -1.8810 -1.016 -0.045 -0.680 -0.3896
H 6.8551 0.1735 2.1543 -0.363 -0.271 -0.614 0.4907
H 6.9707 0.8863 0.5485 -0.473 -0.555 0.126 0.4263
H 6.2941 -0.7790 0.6758 0.056 0.335 0.514 0.3743
H 4.2657 3.0363 1.5419 0.399 -0.343 0.093 0.3696
H 5.5625 2.5039 2.6264 -0.256 0.008 -0.637 0.4494
H 5.9478 2.8068 0.9294 -0.614 -0.317 0.124 0.3597
H 3.6008 -0.6057 2.2883 0.221 0.435 0.666 0.2621
H 3.8080 0.8764 3.3459 0.287 -0.525 -0.146 0.3701
H 5.1127 -0.4093 3.1871 -0.518 0.576 0.008 0.3647
H 4.7706 0.5733 -0.7853 -0.460 0.132 0.508 0.6074
H 3.8667 -0.5985 0.1770 -0.160 0.764 0.105 0.8029
H 1.2681 2.5805 0.8155 0.368 -0.363 0.360 0.4867
H 1.2855 0.8488 1.3100 0.446 0.603 0.110 0.4102
H 2.5124 1.9984 1.9502 0.035 -0.232 -0.640 0.2801
H 3.7259 2.3347 -1.9979 -0.139 0.434 0.557 0.4428
H 2.2408 3.1695 -1.3390 0.750 -0.156 -0.117 0.4639
H 3.7760 3.4100 -0.4918 0.008 -0.763 -0.081 0.3488
H 0.0942 1.9755 -0.7378 0.560 -0.460 -0.133 0.4168
H -1.4395 0.7461 -2.1171 0.625 -0.424 -0.254 0.6287
H -2.1843 -3.1262 -3.5929 0.495 0.806 -0.028 0.4294
H -0.6181 -3.4667 -2.8484 -0.246 0.700 -0.272 0.3230
H -2.3272 -1.5753 -1.1560 0.319 -0.308 -0.501 0.2482
H -1.3637 -3.0212 -0.7476 -0.396 0.199 -0.424 0.2549
H -5.3279 -3.1512 -1.2110 0.715 0.260 -0.063 0.4606
H -4.4807 -1.6019 -1.2592 0.357 -0.440 0.427 0.4721
H -3.7105 -3.4450 1.1212 -0.521 4.840 -2.707 -0.5891
H -5.4869 -2.9910 0.9982 0.587 0.169 -0.193 0.7671
H -3.2830 -1.1933 2.2394 0.307 -0.189 -0.242 -0.0454
H -6.9264 -0.8779 1.5882 0.249 0.558 -0.245 0.1906
H -8.3071 1.2110 1.1129 0.564 -0.111 -0.051 0.4606
H -6.9404 3.3136 0.4304 0.488 -0.524 0.131 0.3930
H -4.4678 3.1167 0.3428 -0.271 -0.655 0.115 0.3521
H 1.7374 -2.1995 -3.2220 -0.209 0.597 0.211 0.5361
H 3.3789 -0.9795 -1.8308 -0.568 0.392 0.030 0.6154
Zr -3.3022 -4.7983 1.7409 0.994 -4.974 2.127 1.8035
```
Forces are in eV/Å.

Repeat the seventh record exactly.
A gas-phase ion, C9H17BrN (charge +1). Source: the OMol25 dataset; level of theory: the ωB97M-V functional and the def2-TZVPD basis.

Output
M: 219.15 g mol⁻¹
Multiplicity: 3
Net charge: +1
⟨S²⟩: 2.0084
E_tot: -81128.9481 eV

```
28
Properties=species:S:1:pos:R:3:forces:R:3:mulliken_spin:R:1
C 0.3714 -0.7911 1.7193 -4.138 5.588 5.314 0.6644
C 0.8658 -1.5376 0.7372 2.159 -3.763 -9.143 0.8538
C -0.3135 0.4613 1.1592 1.572 0.634 2.081 0.0823
C 0.2815 -0.9671 -0.7653 2.809 -2.511 3.402 0.0527
C 0.7444 1.6584 1.3221 -0.429 -1.787 -1.279 0.0695
C -1.6282 0.8832 1.8707 2.395 2.756 -0.835 0.0229
C 1.4995 -0.5107 -1.5410 -1.690 -3.707 -1.449 0.0263
C -0.3342 -2.0969 -1.5354 -2.507 3.077 -0.309 0.0164
C -0.5903 1.3261 -1.2375 -0.543 1.232 -0.615 -0.0001
N -0.6049 0.1433 -0.3076 -3.354 0.863 0.061 0.0252
Br 1.9215 -3.0331 0.7061 -0.218 0.538 0.465 0.1672
H 0.3864 -0.9122 2.7780 -0.110 -0.364 0.413 0.0402
H 0.2769 2.5880 1.0256 0.012 0.385 0.170 0.0164
H 1.5970 1.4429 0.6134 -0.515 0.388 1.295 -0.0326
H 0.9871 1.6245 2.3897 0.363 0.339 -0.498 0.0160
H -1.9379 1.8180 1.3309 -0.484 -1.040 0.225 0.0078
H -1.4308 1.2996 2.8700 0.133 -0.649 -0.169 -0.0049
H -2.3023 0.0993 1.9053 -1.673 -1.315 0.045 -0.0226
H 1.1121 -0.3764 -2.5409 0.652 0.569 -0.532 0.0035
H 2.2325 -1.3510 -1.5594 -0.706 0.506 -0.063 -0.0022
H 1.9635 0.2678 -1.1401 1.987 3.558 1.392 -0.0115
H -1.3122 -2.2528 -1.0816 -0.409 -0.299 -0.476 -0.0027
H 0.1864 -2.9767 -1.3908 1.376 -1.636 -0.222 0.0028
H -0.3956 -1.7017 -2.5761 -0.305 -1.158 0.437 0.0003
H 0.3474 1.8832 -1.1059 -0.237 -0.627 -0.701 -0.0013
H -0.8598 0.9728 -2.2461 0.965 -0.074 0.264 -0.0002
H -1.3801 2.1154 -1.1344 0.285 -1.060 1.060 -0.0007
H -1.6836 -0.0765 -0.2656 2.613 -0.443 -0.334 0.0109
```
Forces are in eV/Å.

> Among the records above, which one has the highest M?

C23H34BNO2Zr

> Which formula does entry 3 have?

C3H5N3O

> Among the records above, which one has the highest M?

C23H34BNO2Zr